(1)
Here is a cluster of 19 separate species, ClH36O22 in total from the OMol25 dataset. Energies are from the ωB97M-V functional and the def2-TZVPD basis.

Results
Energy above the lowest of the compared OMol25 structures with the same formula, charge and spin ... 3.1 kcal per mole
E_LUMO ... 2.3 eV
Charge ... -1

```
59
Properties=species:S:1:pos:R:3:nbo_charge:R:1
Cl -0.101 0.025 -0.272 2.412
O 1.356 -0.332 -0.051 -0.838
O -0.786 -1.140 -0.959 -0.859
O -0.722 0.279 1.048 -0.856
O -0.189 1.218 -1.206 -0.814
O -0.918 -0.473 4.237 -1.004
H -1.533 0.193 3.926 0.492
H -1.137 -1.282 3.784 0.491
O -1.764 -0.439 -3.754 -0.947
H -2.614 -0.681 -4.095 0.465
H -1.954 -0.323 -2.823 0.488
O 0.906 0.289 -4.162 -1.004
H 0.000 0.276 -3.915 0.471
H 1.489 0.260 -3.368 0.490
O 0.456 2.318 2.595 -1.006
H 0.936 1.510 2.811 0.521
H -0.046 2.566 3.342 0.476
O 3.936 -2.179 0.277 -0.956
H 4.139 -1.255 0.372 0.463
H 3.206 -2.234 0.875 0.471
O 2.787 -0.082 -2.250 -0.977
H 2.362 -0.198 -1.379 0.491
H 2.967 0.856 -2.295 0.471
O 2.153 2.388 0.138 -0.940
H 1.341 2.220 0.605 0.490
H 2.183 3.300 0.297 0.465
O 0.192 -3.941 0.072 -0.992
H 0.317 -3.944 -0.866 0.503
H -0.670 -3.511 0.246 0.505
O -3.195 -1.304 0.772 -0.954
H -3.256 -1.097 -0.181 0.471
H -2.262 -1.242 0.863 0.479
O 2.649 2.710 -2.604 -0.947
H 3.576 2.937 -2.534 0.454
H 2.414 2.405 -1.716 0.495
O 1.773 -2.511 1.825 -0.975
H 1.964 -3.326 2.353 0.485
H 1.409 -2.865 1.040 0.518
O -1.186 -3.674 -2.463 -0.973
H -1.421 -4.386 -3.053 0.472
H -0.685 -2.977 -2.920 0.506
O -0.912 -2.509 2.368 -0.954
H -0.078 -2.242 2.010 0.491
H -0.617 -3.309 2.749 0.465
O -0.666 3.694 0.416 -0.961
H -0.866 4.591 0.667 0.465
H -0.405 3.274 1.219 0.494
O 1.608 -0.124 3.354 -1.009
H 1.845 -0.807 2.717 0.495
H 0.716 -0.299 3.664 0.497
O -2.514 1.037 2.773 -0.944
H -1.965 0.582 2.170 0.492
H -3.270 0.476 2.797 0.477
O -2.970 2.311 -0.358 -0.962
H -2.078 2.489 -0.108 0.492
H -2.986 2.904 -1.107 0.457
O -1.471 2.841 -3.397 -0.947
H -1.147 2.203 -2.792 0.489
H -2.317 2.522 -3.746 0.458
```

(2)
Here is a structure of composition C8H13Br12INO from the OMol25 dataset. Energies are from the ωB97M-V functional and the def2-TZVPD basis.

Results
E_LUMO ... 1.4 eV
Charge ... -1

```
36
Properties=species:S:1:pos:R:3:nbo_charge:R:1
C 2.944 -3.758 0.454 -0.650
C 2.593 -2.514 -0.363 -0.053
O 1.224 -2.388 -0.668 -0.558
C 0.375 -2.317 0.494 -0.095
C -0.572 -3.516 0.621 -0.302
N -1.958 -3.083 0.542 -0.938
I -3.008 -4.212 -0.849 -0.006
H 2.112 -4.056 1.093 0.227
H 3.184 -4.600 -0.194 0.203
H 3.803 -3.566 1.099 0.198
H 3.100 -2.572 -1.328 0.176
H 2.961 -1.607 0.135 0.150
H -0.248 -1.426 0.417 0.200
H 1.001 -2.213 1.389 0.149
H -0.369 -4.012 1.592 0.125
H -0.275 -4.236 -0.150 0.185
C -0.592 1.873 -1.878 -0.508
Br 0.489 3.147 -2.849 0.046
Br 0.260 0.183 -1.675 0.184
Br -1.109 2.635 -0.182 0.056
H -1.505 1.735 -2.440 0.227
C -1.393 -4.020 4.808 -0.498
Br -1.679 -2.300 4.032 0.140
Br 0.341 -4.725 4.373 0.081
Br -1.667 -4.007 6.722 0.048
H -2.129 -4.690 4.388 0.231
C -2.073 6.079 -4.310 -0.506
Br -3.018 7.716 -4.670 0.078
Br -2.759 5.191 -2.759 0.105
Br -2.064 4.919 -5.842 0.093
H -1.046 6.342 -4.101 0.227
C 0.541 5.905 0.389 -0.506
Br 0.270 7.330 -0.875 0.071
Br 2.335 5.235 0.323 0.097
Br 0.040 6.434 2.166 0.084
H -0.108 5.092 0.095 0.240
```

(3)
Here is a structure of composition C14H22ClF3NO7Se2W from the OMol25 dataset. Energies are from the ωB97M-V functional and the def2-TZVPD basis.

Results
Energy above the lowest of the compared OMol25 structures with the same formula, charge and spin ... 50.2 kcal per mole
E_LUMO ... -4.9 eV
Charge ... +1

```
51
Properties=species:S:1:pos:R:3:nbo_charge:R:1
W -0.370 0.561 0.086 1.368
C -2.010 0.613 -1.593 -0.384
C -1.445 1.606 -2.419 -0.068
C -1.453 2.825 -1.740 -0.208
C -2.047 2.628 -0.488 -0.108
C -2.423 1.265 -0.362 -0.481
H -2.339 -0.349 -1.952 0.269
H -0.986 1.416 -3.377 0.257
H -1.007 3.744 -2.084 0.260
H -2.179 3.376 0.275 0.269
H -3.177 0.886 0.307 0.285
O -3.624 -0.953 1.965 -0.733
C -3.325 -1.863 3.011 -0.066
C -1.843 -2.235 3.045 -0.150
C -1.676 -3.350 4.101 -0.050
O -0.334 -3.803 4.141 -0.728
C -1.402 -2.809 1.717 -0.605
Se -1.636 -1.732 0.130 0.979
C -0.928 -1.106 3.488 -0.559
Se -0.728 0.622 2.551 0.135
H -3.227 -0.101 2.194 0.485
H -3.920 -2.756 2.809 0.194
H -3.635 -1.478 3.987 0.191
H -2.367 -4.170 3.883 0.183
H -1.948 -2.939 5.079 0.188
H -0.309 -4.758 4.042 0.489
H -1.976 -3.705 1.465 0.249
H -0.348 -3.087 1.731 0.276
H 0.084 -1.494 3.602 0.251
H -1.246 -0.745 4.468 0.245
F 0.834 3.386 -0.130 -0.335
C 0.500 2.588 0.904 0.779
F 1.592 2.490 1.658 -0.321
F -0.382 3.306 1.653 -0.353
O 2.180 1.207 -3.301 -0.738
Cl 1.714 0.151 -2.467 1.913
O 0.648 -0.614 -3.034 -0.777
O 0.955 1.021 -1.270 -0.900
O 0.069 -1.280 -0.206 -0.843
C 5.073 -1.429 0.378 -0.404
N 4.046 -0.430 0.630 -0.374
C 4.445 0.947 0.912 -0.422
C 2.761 -0.740 0.672 0.543
O 1.888 0.093 0.948 -0.667
H 5.735 -1.517 1.240 0.215
H 5.663 -1.149 -0.494 0.215
H 4.605 -2.393 0.194 0.214
H 5.516 1.036 0.747 0.219
H 4.210 1.208 1.943 0.227
H 3.914 1.634 0.256 0.230
H 2.527 -1.789 0.449 0.145
```

(4)
Here is an isolated molecule of C5H10ClNS from the OMol25 dataset. Energies are from the ωB97M-V functional and the def2-TZVPD basis.

Results
Energy above the lowest of the compared OMol25 structures with the same formula, charge and spin ... 67.3 kcal per mole
E_LUMO ... 0.5 eV

```
18
Properties=species:S:1:pos:R:3:nbo_charge:R:1
C -0.447 -1.239 0.124 -0.445
C 0.806 -0.707 -0.591 -0.402
C -1.700 -0.534 -0.291 -0.190
C 1.645 0.253 0.264 -0.226
C -2.714 -0.257 0.510 -0.223
N 0.932 1.394 0.770 -0.920
S 0.442 2.481 -0.243 0.691
Cl -4.141 0.528 -0.051 -0.020
H -0.572 -2.297 -0.130 0.218
H -0.317 -1.169 1.205 0.221
H 1.451 -1.543 -0.872 0.210
H 0.516 -0.192 -1.511 0.185
H -0.973 2.289 -0.493 0.017
H -1.768 -0.293 -1.344 0.202
H 2.000 -0.278 1.154 0.197
H 2.529 0.549 -0.323 0.164
H -2.723 -0.466 1.569 0.213
H 0.096 3.415 0.697 0.108
```

(5)
Here is a cluster of 6 separate species, H12O6 in total from the OMol25 dataset. Energies are from the ωB97M-V functional and the def2-TZVPD basis.

Results
Energy above the lowest of the compared OMol25 structures with the same formula, charge and spin ... 54.8 kcal per mole
E_LUMO ... -0.1 eV

```
18
Properties=species:S:1:pos:R:3:nbo_charge:R:1
O 0.508 -0.383 -0.560 -0.945
H 0.729 0.470 -0.123 0.472
H 1.164 -0.929 -0.191 0.470
O -2.991 0.631 -1.044 -0.947
H -2.211 0.009 -1.294 0.491
H -3.146 0.547 -0.135 0.456
O -4.757 -1.350 0.574 -0.944
H -3.745 -1.372 0.480 0.471
H -5.091 -0.512 0.293 0.474
O 1.642 0.241 1.964 -0.980
H 1.017 0.356 2.663 0.485
H 2.528 -0.096 2.281 0.496
O 1.564 3.341 -0.459 -0.907
H 0.998 2.650 -0.594 0.449
H 1.592 3.248 0.488 0.459
O 3.844 -2.530 -0.691 -0.933
H 4.576 -1.859 -0.948 0.469
H 3.107 -2.123 -1.181 0.465
```

(6)
Here is a cluster of 10 separate species, H19O10 in total from the OMol25 dataset. Energies are from the ωB97M-V functional and the def2-TZVPD basis.

Results
Energy above the lowest of the compared OMol25 structures with the same formula, charge and spin ... 105.8 kcal per mole
E_LUMO ... 3.0 eV
Charge ... -1

```
29
Properties=species:S:1:pos:R:3:nbo_charge:R:1
O -0.642 -3.313 0.242 -0.933
H -0.242 -3.239 -0.630 0.456
H -1.886 -0.532 -0.791 0.401
O 3.274 1.800 1.307 -0.958
H 2.483 2.113 0.764 0.496
H -2.663 -0.967 -1.696 0.464
O 2.501 -2.085 0.806 -0.980
H 4.030 2.139 0.849 0.456
H 3.068 -1.347 0.331 0.475
O -0.224 1.850 -1.705 -1.019
H 0.666 0.598 1.449 0.461
H -0.656 -2.375 0.376 0.476
O 0.659 -0.284 1.209 -0.976
H 0.493 -0.526 -2.980 0.450
H -0.289 0.840 -1.730 0.513
O 0.429 2.798 0.951 -0.952
H 0.212 2.303 0.241 0.491
H -0.142 2.535 1.670 0.458
O -2.369 1.981 2.516 -0.920
H -1.707 2.205 2.901 0.433
H -2.523 1.062 2.359 0.490
O 0.540 -1.322 -2.661 -0.978
H 0.030 -1.433 -1.833 0.497
H 0.123 -0.331 0.500 0.495
O -1.011 -0.299 -0.876 -1.271
H 1.654 -1.786 1.023 0.492
O -2.753 -2.023 -1.706 -0.941
H -1.125 2.012 -1.295 0.463
H -1.931 -2.373 -1.592 0.466
```

HOMO energy across the listed records, respectively: -6.68, -2.45, -11.62, -8.22, -11.46, -6.06 eV.
Largest force on an atom across the listed records, respectively: 3.719, 0.352, 0.863, 1.427, 4.080, 15.536 eV/Å.
Orbital gap across the listed records, respectively: 8.99, 3.86, 6.68, 8.69, 11.40, 9.02 eV.